Entry 1:
# CH7N6

CH7N6 as an isolated structure in a non-equilibrium geometry (ωB97M-V/def2-TZVPD, the OMol25 dataset).

Each line ends with the Löwdin charge.
Geometry (Å):
C (0.59, -0.56, -0.42)  -0.207
N (-1.56, -1.10, -1.24)  -0.052
N (-1.35, -1.66, 0.05)  0.017
N (-0.89, -0.17, -1.51)  0.183
N (-0.24, -1.01, 0.61)  0.010
N (1.28, 0.60, -0.20)  -0.086
N (0.76, 1.56, 0.62)  0.009
H (1.08, -1.22, -1.13)  0.165
H (-2.46, -1.34, -1.71)  0.203
H (-1.26, -2.71, 0.01)  0.171
H (2.10, 0.57, -0.69)  0.114
H (-0.46, -0.15, 1.20)  0.158
H (0.30, 2.33, 0.07)  0.124
H (1.53, 2.05, 1.31)  0.191

## Properties
HOMO = -14.1 eV
energy relative to the best compared isomer or geometry (same formula, charge and spin) = 479.8 kJ/mol
frontier orbital gap = 9.59 eV
LUMO energy = -4.51 eV
net charge = +1

Entry 2:
# C4H8N2O2

C4H8N2O2 as an isolated structure in a non-equilibrium geometry (ωB97M-V/def2-TZVPD, the OMol25 dataset).

Each line ends with the Löwdin charge.
Geometry (Å):
C (-1.82, -0.34, 0.33)  -0.391
C (2.22, -0.01, -0.21)  -0.138
C (1.61, -1.12, 0.51)  -0.105
C (0.79, -0.36, -0.53)  -0.347
N (-2.86, 0.50, 0.33)  0.168
N (-0.14, 0.47, 0.15)  -0.060
O (-1.87, -1.49, 0.60)  0.087
O (-0.40, 1.66, -0.62)  -0.073
H (2.35, 0.88, 0.25)  0.053
H (3.02, -0.07, -1.00)  0.128
H (1.89, -2.15, 0.09)  0.129
H (1.17, -1.07, 1.52)  0.112
H (0.45, -0.82, -1.53)  0.168
H (-2.63, 1.38, 0.08)  0.035
H (-3.88, 0.22, 0.22)  0.166
H (0.10, 2.32, -0.18)  0.069

## Properties
HOMO = -9.0 eV
energy relative to the best compared isomer or geometry (same formula, charge and spin) = 491.3 kJ/mol
frontier orbital gap = 9.76 eV
LUMO energy = 0.78 eV
net charge = 0

Entry 3:
# N4O2

A 2-piece molecular cluster, N4O2 overall in a non-equilibrium geometry (ωB97M-V/def2-TZVPD, the OMol25 dataset).

Each line ends with the Löwdin charge.
Geometry (Å):
N (-0.80, -2.37, -0.63)  0.097
N (-0.05, 0.23, 0.79)  0.165
N (-0.38, -1.75, 0.15)  0.005
N (0.30, 0.98, -0.09)  -0.502
O (0.56, 1.17, -1.19)  0.166
O (0.37, 1.74, 0.97)  0.069

## Properties
HOMO = -10.9 eV
SMILES = [O-][N+]1=NO1.N#N
energy relative to the best compared isomer or geometry (same formula, charge and spin) = 182.6 kJ/mol
frontier orbital gap = 11.22 eV
LUMO energy = 0.28 eV
net charge = 0

Entry 4:
# C21H23NO6

One molecule with the formula C21H23NO6 (ωB97M-V/def2-TZVPD, the OMol25 dataset).

Each line ends with the Löwdin charge.
Geometry (Å):
C (1.16, -2.66, -2.57)  -0.061
C (0.47, -2.14, -1.31)  -0.239
O (1.20, -1.13, -0.64)  -0.111
C (2.37, -1.57, -0.03)  -0.219
C (3.59, -1.49, -0.69)  -0.019
C (4.75, -1.93, -0.07)  -0.085
C (4.69, -2.46, 1.20)  -0.078
C (3.48, -2.54, 1.88)  0.002
C (2.32, -2.09, 1.27)  -0.140
N (1.07, -2.08, 1.90)  0.160
C (0.70, -2.56, 3.11)  -0.427
O (1.39, -3.19, 3.87)  0.085
C (-0.77, -2.27, 3.42)  -0.052
H (-0.86, -1.84, 4.43)  0.139
H (-1.33, -3.21, 3.40)  0.148
O (-1.32, -1.37, 2.47)  -0.038
C (-2.11, -0.36, 2.92)  -0.474
O (-2.48, -0.28, 4.06)  0.116
C (-2.41, 0.61, 1.86)  0.027
C (-1.70, 0.69, 0.72)  -0.004
C (-1.86, 1.64, -0.35)  -0.211
C (-2.90, 2.56, -0.44)  -0.023
C (-2.97, 3.44, -1.50)  -0.006
C (-2.02, 3.43, -2.51)  -0.195
C (-0.96, 2.49, -2.44)  -0.188
C (-0.89, 1.62, -1.38)  0.043
H (-0.08, 0.91, -1.30)  0.092
O (-0.07, 2.54, -3.46)  -0.058
C (1.00, 1.63, -3.45)  -0.072
H (1.58, 1.84, -4.35)  0.097
H (1.64, 1.75, -2.57)  0.101
H (0.64, 0.59, -3.49)  0.087
O (-2.01, 4.24, -3.59)  -0.057
C (-3.03, 5.21, -3.71)  -0.078
H (-3.02, 5.91, -2.88)  0.098
H (-4.02, 4.74, -3.79)  0.097
H (-2.81, 5.74, -4.64)  0.095
H (-3.79, 4.14, -1.54)  0.106
H (-3.65, 2.59, 0.33)  0.109
H (-0.89, -0.01, 0.58)  0.099
H (-3.20, 1.30, 2.11)  0.115
H (0.36, -1.58, 1.38)  0.121
H (3.43, -2.94, 2.88)  0.105
H (5.59, -2.82, 1.68)  0.104
H (5.69, -1.86, -0.59)  0.102
H (3.62, -1.07, -1.68)  0.118
H (-0.48, -1.67, -1.57)  0.120
H (0.27, -2.98, -0.63)  0.126
H (0.51, -3.36, -3.08)  0.080
H (2.09, -3.16, -2.31)  0.075
H (1.39, -1.83, -3.24)  0.069

## Properties
HOMO = -8.1 eV
SMILES = CCOc1ccccc1NC(=O)COC(=O)/C=C/c1ccc(OC)c(OC)c1
energy relative to the best compared isomer or geometry (same formula, charge and spin) = 248.1 kJ/mol
frontier orbital gap = 8.11 eV
LUMO energy = -0.03 eV
net charge = 0